# 1
ORCA calculation (ωB97M-V/def2-TZVPD) on C3H4N4S as an isolated structure at a distorted geometry.

Structure (XYZ):
```
12
Properties=species:S:1:pos:R:3:forces:R:3
C -0.273 -0.177 0.274 0.34 0.81 -1.75
C 1.074 -0.312 -1.252 1.90 0.59 -1.72
C 0.287 -1.583 -1.262 -1.33 2.21 1.84
H 0.363 1.190 2.078 -3.02 1.74 0.08
H -0.117 2.228 0.931 -2.66 -2.35 1.89
H -2.144 -0.105 1.319 4.34 1.73 -0.29
H 0.259 -2.325 -2.036 0.29 -0.42 0.04
N -0.671 1.571 1.751 5.35 0.17 -0.87
N -1.052 0.313 1.196 -4.26 -0.71 0.53
N 0.719 0.583 -0.293 -2.03 -3.18 1.52
N -0.588 -1.445 -0.314 0.30 -0.41 -0.27
S 2.143 0.062 -2.392 0.76 -0.18 -0.99
```
Positions in Å, forces in eV/Å.

Its total charge is 0.



# 2
ORCA calculation (ωB97M-V/def2-TZVPD) on an isolated ion of composition C3H4N5O2 and charge +1 at a distorted geometry.

Structure (XYZ):
```
14
Properties=species:S:1:pos:R:3:forces:R:3
C -2.649 0.098 0.045 -1.80 -0.88 2.92
C -1.382 -0.564 0.171 -0.48 0.84 -0.97
N -0.219 -0.002 -0.006 -0.26 1.12 0.11
N 0.132 1.317 -0.355 -2.91 2.16 -0.03
N 1.347 1.397 -0.417 1.21 0.48 -0.47
C 1.854 0.149 -0.152 -4.27 -3.25 0.45
N 3.201 -0.250 0.070 -1.95 2.17 1.28
O 3.808 -0.920 -0.638 2.11 -2.34 -2.46
O 3.450 0.251 1.127 1.55 0.62 2.05
N 0.853 -0.702 0.118 5.24 -1.22 -0.53
H -3.567 -0.401 0.533 1.80 0.28 -0.64
H -2.696 1.123 0.293 0.51 1.24 0.59
H -2.866 0.126 -0.960 -0.59 -0.31 -2.99
H -1.266 -1.623 0.171 -0.17 -0.89 0.67
```
Positions in Å, forces in eV/Å.

Its total charge is +1. The structure (SMILES) is C/C=[N+]1\N=NC([N+](=O)[O-])=N1.



Taking the records one at a time from the top gives ΔE to the lowest compared entry with this formula, charge and spin values of 2.645 0.329 eV.
Taking the records one at a time from the top gives HOMO-LUMO gap values of 0.2670 0.2946 hartree.
Taking the records one at a time from the top gives HOMO energy values of -8.748 -15.722 eV.